Density functional theory data (ωB97M-V/def2-TZVPD) for a structure of composition C29H30BrEuIN4O5S.

Last column: Löwdin spin population.
Atoms and positions in Å:
C  -1.170  2.878  4.087  0.0013
H  3.742  4.402  -1.357  0.0000
O  2.677  -0.300  1.899  -0.0043
H  -2.326  -4.865  -2.905  0.0002
H  1.369  3.141  -3.926  0.0000
H  5.282  -2.198  1.287  0.0001
C  1.743  3.774  -0.807  0.0003
C  -2.142  -5.479  1.104  -0.0003
N  -0.299  -2.278  -0.852  -0.0073
N  0.300  0.924  2.773  -0.0024
C  0.451  -1.134  -2.845  0.0022
H  1.386  5.299  -3.073  0.0000
C  -5.113  -0.084  -0.986  0.0000
H  1.642  2.404  2.293  0.0006
C  -1.087  -3.126  -2.950  -0.0005
H  2.908  2.679  -3.277  0.0000
H  -2.587  -6.309  1.630  -0.0001
C  -2.277  -5.362  -0.254  0.0012
C  2.299  4.722  -2.922  0.0000
H  -1.111  -3.012  -4.023  -0.0001
H  0.389  4.218  3.450  0.0000
H  -1.100  -0.428  3.433  0.0005
N  2.007  3.293  -3.147  0.0000
H  2.139  3.347  0.114  0.0002
H  1.360  -0.919  -2.271  0.0007
Br  -2.182  4.216  4.967  0.0003
C  -0.822  0.621  3.425  0.0019
H  3.072  5.077  -3.600  0.0000
H  4.920  -0.795  0.243  0.0002
I  3.096  -2.685  -0.220  0.0024
H  -1.271  -4.648  2.887  -0.0002
H  -2.834  -6.090  -0.824  0.0001
C  -2.873  -0.657  0.533  0.0029
H  3.987  -0.297  3.998  0.0002
C  -4.069  -1.292  0.808  0.0002
H  -0.157  -0.227  -2.912  0.0003
H  2.648  5.755  -1.034  0.0000
C  3.777  -0.816  2.055  0.0045
H  -4.123  -2.006  1.616  0.0000
C  -0.778  -3.478  1.198  0.0010
O  -1.147  1.271  -1.930  0.0079
C  -0.346  -2.215  -2.177  0.0039
O  -0.710  1.107  0.223  -0.0120
C  -1.754  -4.147  -2.334  0.0036
H  -3.830  1.230  -2.107  0.0001
H  -2.502  1.265  4.596  0.0000
C  4.503  -1.527  0.935  0.0020
Eu  0.713  -0.394  0.521  6.9823
H  0.794  4.261  -0.578  0.0000
C  -0.918  -3.318  -0.214  0.0022
C  0.706  2.193  2.800  0.0020
H  0.521  2.308  -1.922  0.0002
C  -1.672  -4.290  -0.933  0.0000
H  5.289  -1.253  3.387  0.0001
N  4.433  -0.753  3.216  0.0029
C  -3.909  0.528  -1.290  0.0008
S  0.200  -2.423  2.189  -0.0078
C  -5.194  -0.993  0.056  0.0009
C  -1.469  0.923  -0.785  0.0035
C  0.017  3.205  3.446  0.0005
C  1.549  2.689  -1.870  0.0006
H  0.736  -1.429  -3.853  0.0002
O  3.464  1.444  -2.456  0.0013
C  -1.397  -4.547  1.820  0.0008
C  2.717  4.757  -1.460  0.0000
C  -1.595  1.557  4.091  0.0005
H  -5.993  0.160  -1.560  0.0000
H  -6.135  -1.465  0.292  0.0001
O  2.295  0.718  -0.693  -0.0067
H  -1.991  -0.869  1.142  0.0013
C  2.533  1.492  -1.644  0.0018
C  -2.784  0.252  -0.520  0.0008

Output
E_HOMO (spin up / spin down) ... -5.0 / -6.3 eV
Multiplicity ... 8
Kohn-Sham gap (spin up / spin down) ... 0.1884 / 0.2350 hartree
Electronic energy ... -155069.575 eV